(1)
Density functional theory data (ωB97M-V/def2-TZVPD) for 3 unconnected molecules or ions with the total composition C14H37BNO10P2 at a distorted geometry.

Calculated values
Lowest unoccupied orbital energy in eV: 0.57
Charge: -1
Gap between HOMO and LUMO in eV: 5.506
HOMO energy in eV: -4.93

Geometry (Å):
1 C 7.1667 -6.3161 -0.8630
2 C 6.0692 -5.6045 -0.0175
3 B 4.7248 -5.2521 -0.9046
4 O 3.5917 -6.2416 -0.4179
5 N 3.7785 -7.4099 -1.0394
6 O 3.9220 -8.3227 -0.2786
7 H 7.2273 -7.3585 -0.5434
8 H 6.9268 -6.2745 -1.9240
9 H 8.1600 -5.8734 -0.7323
10 H 6.4644 -4.6989 0.4558
11 H 5.8087 -6.2864 0.7969
12 H 4.3134 -4.1074 -0.7691
13 H 4.8497 -5.4617 -2.1016
14 O 2.7365 -0.4236 -0.5893
15 P 2.8788 -0.1416 0.8498
16 O 2.1474 -1.3407 1.6404
17 C 2.6874 -2.6816 1.5590
18 C 3.9768 -2.8129 2.3437
19 O 1.7749 1.0654 1.0411
20 C 1.3300 1.8320 -0.0727
21 C -0.0239 1.3462 -0.5516
22 O 3.8227 0.4156 2.0266
23 C 3.3554 1.1440 3.1656
24 C 2.4542 0.3701 4.1006
25 H 2.8403 -2.9655 0.5172
26 H 1.9338 -3.3470 1.9771
27 H 4.7629 -2.1887 1.9117
28 H 4.3238 -3.8458 2.3419
29 H 3.8342 -2.4886 3.3766
30 H 2.0607 1.8053 -0.8798
31 H 1.2555 2.8717 0.2587
32 H -0.0512 0.2625 -0.6559
33 H -0.2804 1.8008 -1.5117
34 H -0.7972 1.6091 0.1736
35 H 2.8908 2.0787 2.8581
36 H 4.2626 1.4210 3.7073
37 H 1.4712 0.2035 3.6639
38 H 2.3171 0.9356 5.0249
39 H 2.8797 -0.6016 4.3459
40 O -3.8860 1.9057 0.0124
41 P -4.7310 2.2253 -1.1727
42 O -4.1797 3.7809 -1.3538
43 C -2.8416 3.9999 -1.7859
44 C -2.6552 3.6456 -3.2526
45 O -6.1671 2.4908 -0.4333
46 C -6.5241 1.7811 0.7564
47 C -6.3012 2.6448 1.9814
48 O -5.4021 2.2859 -2.6517
49 C -6.5587 3.0616 -3.0030
50 C -6.4001 4.5623 -2.9140
51 H -2.1476 3.4295 -1.1630
52 H -2.6292 5.0588 -1.6340
53 H -2.8129 2.5780 -3.4234
54 H -1.6463 3.8984 -3.5817
55 H -3.3716 4.1803 -3.8757
56 H -5.9709 0.8461 0.8326
57 H -7.5814 1.5223 0.6710
58 H -5.3199 3.1167 1.9606
59 H -6.3906 2.0547 2.8943
60 H -7.0401 3.4477 2.0152
61 H -7.4252 2.7273 -2.4362
62 H -6.7568 2.7961 -4.0432
63 H -6.3580 4.9030 -1.8817
64 H -7.2574 5.0437 -3.3894
65 H -5.4924 4.8968 -3.4124

Atom charges from the Mulliken analysis, given in e for atoms 1 to 5:
1 C -0.999
2 C -0.630
3 B 0.491
4 O -0.334
5 N 0.179

---

(2)
Density functional theory data (ωB97M-V/def2-TZVPD) for a molecular structure, C2AgF6NO4S5Sb.

Calculated values
Lowest unoccupied orbital energy (alpha / beta) in eV: 4.72 / 4.62
Energy relative to the best compared isomer or geometry (same formula, charge and spin) in kcal per mole: 0.0
Charge: -2
Gap between HOMO and LUMO (alpha / beta) in eV: 5.586 / 6.169
HOMO energy (alpha / beta) in eV: -0.87 / -1.55
⟨S²⟩: 0.76
2S+1: 2

Geometry (Å):
1 Ag 1.2993 1.2768 0.5752
2 S 4.9706 4.9240 -0.3172
3 Sb 3.8502 3.2975 0.8737
4 S 3.8285 1.1784 -0.0760
5 S 1.6031 3.7365 1.2900
6 F -3.9092 1.2228 0.4753
7 C -3.3735 0.0110 0.2695
8 F -3.9041 -0.8314 1.1626
9 F -3.7342 -0.3963 -0.9547
10 S -1.5365 0.1283 0.4355
11 O -1.1027 0.8616 -0.7230
12 O -1.3466 0.7242 1.7264
13 N -1.2506 -1.4144 0.3766
14 S 0.1730 -2.0630 0.3428
15 O 1.1750 -1.3443 1.0836
16 O 0.0430 -3.4763 0.5479
17 C 0.7035 -1.9582 -1.4332
18 F 1.1475 -0.7542 -1.7642
19 F 1.6853 -2.8478 -1.6493
20 F -0.3217 -2.2751 -2.2414

Atom charges from the Mulliken analysis, given in e for atoms 1 to 5:
1 Ag 0.483
2 S -0.735
3 Sb 0.626
4 S -0.685
5 S -0.690

---

(3)
Density functional theory data (ωB97M-V/def2-TZVPD) for 12 unconnected molecules or ions with the total composition C36H102N6O12 at a distorted geometry.

Calculated values
Lowest unoccupied orbital energy in eV: 0.48
Energy relative to the best compared isomer or geometry (same formula, charge and spin) in kcal per mole: 144.3
SMILES string: COC[C@H](C)N.COC[C@H](C)N.COC[C@H](C)N.COC[C@H](C)N.COC[C@H](C)N.COC[C@H](C)N.CCO.CCO.CCO.CCO.CCO.CCO
Gap between HOMO and LUMO in eV: 9.190
HOMO energy in eV: -8.71

Geometry (Å):
1 C 0.8213 3.5427 3.2766
2 C 1.3697 2.7703 4.4783
3 C 1.0633 3.6974 5.6718
4 O 1.4142 5.0668 5.5075
5 C 1.3456 5.7415 6.7020
6 N 0.7864 1.4668 4.7738
7 H -0.0840 4.1312 3.4254
8 H 0.4630 2.9622 2.4264
9 H 1.5706 4.2280 2.8803
10 H 2.4354 2.5776 4.3547
11 H 1.3349 3.3125 6.6548
12 H -0.0229 3.7843 5.6980
13 H 2.2026 5.6165 7.3638
14 H 0.3905 5.4353 7.1288
15 H 1.2355 6.8081 6.5062
16 H -0.2143 1.5604 4.8742
17 H 0.8470 0.8612 3.9677
18 C 5.9510 -3.3957 4.5664
19 C 5.0835 -3.1130 3.3812
20 C 3.8149 -2.3582 3.7756
21 O 2.9802 -3.0926 4.6088
22 C 1.7137 -2.5448 4.9119
23 N 5.9117 -2.4506 2.3919
24 H 5.4794 -4.0586 5.2917
25 H 6.1835 -2.4877 5.1227
26 H 6.8709 -3.8712 4.2258
27 H 4.7501 -4.0432 2.9213
28 H 3.3164 -1.9299 2.9061
29 H 4.1305 -1.5158 4.3912
30 H 1.0886 -2.2354 4.0743
31 H 1.8182 -1.5437 5.3302
32 H 1.2517 -3.2393 5.6136
33 H 6.6782 -3.0958 2.2640
34 H 5.4299 -2.7041 1.5412
35 C -2.4796 3.9900 -4.8032
36 C -1.1022 4.7211 -4.7686
37 C -0.3492 4.5935 -6.1328
38 O 0.0009 3.2822 -6.1716
39 C 1.0021 3.0166 -7.1261
40 N -1.5419 6.0665 -4.5134
41 H -3.1222 4.5486 -5.4838
42 H -2.9964 3.9796 -3.8436
43 H -2.3493 2.9718 -5.1699
44 H -0.5033 4.3208 -3.9505
45 H 0.4913 5.2864 -6.1710
46 H -1.1348 4.7132 -6.8789
47 H 1.4036 2.0274 -6.9064
48 H 1.8213 3.6989 -7.3529
49 H 0.5738 2.9733 -8.1275
50 H -2.1209 6.0899 -3.6862
51 H -0.7575 6.6444 -4.2471
52 C -0.5650 -1.3676 0.2776
53 C 0.3989 -0.1230 0.0672
54 C -0.3439 1.2752 0.0965
55 O 0.4847 2.2643 -0.4092
56 C -0.0745 3.4673 -0.8633
57 N 1.3525 -0.0037 1.1830
58 H -0.7197 -1.5428 1.3422
59 H -0.2068 -2.3078 -0.1415
60 H -1.5892 -1.2799 -0.0850
61 H 1.1183 -0.2656 -0.7391
62 H -0.7220 1.5954 1.0674
63 H -1.1943 1.3019 -0.5849
64 H 0.5791 4.2821 -1.1747
65 H -0.6580 3.7946 -0.0027
66 H -0.7749 3.1351 -1.6296
67 H 1.9828 -0.7881 1.0960
68 H 1.9796 0.7861 1.1279
69 C -6.2882 -6.0613 1.3639
70 C -5.7032 -4.6571 1.6890
71 C -6.0425 -3.5620 0.5338
72 O -5.3565 -2.2905 0.8266
73 C -3.9742 -2.2192 1.2326
74 N -6.3248 -4.2500 2.9398
75 H -5.7959 -6.3270 0.4284
76 H -7.3702 -6.0406 1.2335
77 H -5.9830 -6.8778 2.0182
78 H -4.6207 -4.7432 1.7837
79 H -7.1224 -3.4301 0.4667
80 H -5.6495 -3.9054 -0.4232
81 H -3.8317 -1.2436 1.6972
82 H -3.3827 -2.2533 0.3177
83 H -3.6592 -2.9460 1.9813
84 H -7.2815 -3.9906 2.7463
85 H -5.8521 -3.4283 3.2884
86 C 6.5823 -0.9743 -1.1429
87 C 5.3899 0.0193 -1.0891
88 C 4.5896 0.0016 -2.3655
89 O 3.4256 0.7998 -2.1866
90 C 2.5343 1.0338 -3.3297
91 N 4.5480 -0.1557 0.1594
92 H 6.1788 -1.9838 -1.2224
93 H 7.1350 -1.0275 -0.2049
94 H 7.2475 -0.8222 -1.9929
95 H 5.8052 1.0271 -1.0855
96 H 4.2581 -0.9923 -2.6662
97 H 5.2200 0.3926 -3.1642
98 H 2.4918 0.1893 -4.0177
99 H 2.9755 1.7434 -4.0297
100 H 1.5097 1.3081 -3.0784
101 H 5.2720 -0.0660 0.8578
102 H 3.9993 0.6818 0.2921
103 C 1.9418 -5.2446 2.4871
104 C 1.4263 -4.1043 1.5472
105 O 0.0170 -4.0924 1.5328
106 H 1.5976 -5.2944 3.5201
107 H 3.0291 -5.2943 2.5463
108 H 1.7445 -6.2453 2.1027
109 H 1.8953 -4.2504 0.5742
110 H 1.8657 -3.1524 1.8452
111 H -0.2007 -4.4916 0.6873
112 C -3.6669 0.3397 -2.2951
113 C -5.1295 -0.0109 -2.6511
114 O -5.8567 0.1209 -1.4057
115 H -3.5388 1.2965 -1.7889
116 H -3.0121 0.2577 -3.1627
117 H -3.2170 -0.3489 -1.5800
118 H -5.4237 -0.9623 -3.0943
119 H -5.5425 0.7277 -3.3380
120 H -5.5481 -0.6066 -0.8606
121 C -3.6077 4.2676 0.6016
122 C -5.0356 3.6454 0.7302
123 O -5.2190 3.5657 2.1146
124 H -3.2986 4.1874 -0.4406
125 H -2.8846 3.5705 1.0251
126 H -3.4989 5.3074 0.9101
127 H -5.0410 2.6425 0.3033
128 H -5.8298 4.1672 0.1963
129 H -5.3140 4.3999 2.5802
130 C -0.2783 -1.5614 -3.5714
131 C -0.5918 -0.8813 -4.9195
132 O -1.8597 -1.3368 -5.3304
133 H 0.4253 -2.3472 -3.8460
134 H -1.0134 -2.1297 -3.0015
135 H 0.1002 -0.7816 -2.9104
136 H 0.0824 -1.1730 -5.7247
137 H -0.8263 0.1831 -4.9055
138 H -1.9266 -1.2783 -6.2863
139 C 3.8306 3.7379 -1.1890
140 C 3.7468 3.5898 0.3340
141 O 3.0356 2.3413 0.5229
142 H 3.5753 4.7621 -1.4609
143 H 3.1132 3.1076 -1.7144
144 H 4.8198 3.5514 -1.6071
145 H 3.0499 4.2674 0.8272
146 H 4.6837 3.8180 0.8420
147 H 2.1129 2.6047 0.4934
148 C -2.9462 -5.8589 -2.1579
149 C -1.9747 -5.1554 -1.2960
150 O -1.0228 -5.8732 -0.5791
151 H -3.2970 -6.7694 -1.6720
152 H -2.4346 -6.2805 -3.0232
153 H -3.9358 -5.4166 -2.2719
154 H -2.5115 -4.5699 -0.5496
155 H -1.4597 -4.3665 -1.8443
156 H -1.3683 -6.5611 -0.0055

Atom charges from the Mulliken analysis, given in e for atoms 1 to 5:
1 C -0.599
2 C 0.453
3 C -1.016
4 O -0.285
5 C -0.785

---

Repeat the second record exactly.
Density functional theory data (ωB97M-V/def2-TZVPD) for a molecular structure, C2AgF6NO4S5Sb.

Calculated values
Lowest unoccupied orbital energy (alpha / beta) in eV: 4.72 / 4.62
Energy relative to the best compared isomer or geometry (same formula, charge and spin) in kcal per mole: 0.0
Charge: -2
Gap between HOMO and LUMO (alpha / beta) in eV: 5.586 / 6.169
HOMO energy (alpha / beta) in eV: -0.87 / -1.55
⟨S²⟩: 0.76
2S+1: 2

Geometry (Å):
1 Ag 1.2993 1.2768 0.5752
2 S 4.9706 4.9240 -0.3172
3 Sb 3.8502 3.2975 0.8737
4 S 3.8285 1.1784 -0.0760
5 S 1.6031 3.7365 1.2900
6 F -3.9092 1.2228 0.4753
7 C -3.3735 0.0110 0.2695
8 F -3.9041 -0.8314 1.1626
9 F -3.7342 -0.3963 -0.9547
10 S -1.5365 0.1283 0.4355
11 O -1.1027 0.8616 -0.7230
12 O -1.3466 0.7242 1.7264
13 N -1.2506 -1.4144 0.3766
14 S 0.1730 -2.0630 0.3428
15 O 1.1750 -1.3443 1.0836
16 O 0.0430 -3.4763 0.5479
17 C 0.7035 -1.9582 -1.4332
18 F 1.1475 -0.7542 -1.7642
19 F 1.6853 -2.8478 -1.6493
20 F -0.3217 -2.2751 -2.2414

Atom charges from the Mulliken analysis, given in e for atoms 1 to 5:
1 Ag 0.483
2 S -0.735
3 Sb 0.626
4 S -0.685
5 S -0.690